Entry 1:
Here is a cluster of 4 separate species, C35H80N6O13P3 in total at a distorted geometry from OMol25. Energies are from ωB97M-V with the def2-TZVPD basis set.

Results
Energy in Eh: -3712.13673
Charge: -1
M in g mol⁻¹: 885.976
Gap between HOMO and LUMO in eV: 6.1852

Atoms and positions in Å:
C (-1.83729, -0.79882, 2.16534)
C (-1.05392, 0.47564, 1.82106)
O (0.24574, 0.31360, 2.41247)
P (1.21475, 1.62440, 2.29153)
O (0.60012, 2.58770, 1.36810)
C (2.81680, 0.97612, 1.81972)
C (4.02886, 1.63105, 2.50944)
P (5.05593, 3.02780, 1.65852)
C (6.29583, 1.73407, 0.96303)
C (7.45214, 1.40619, 1.89920)
C (7.99409, -0.02537, 1.60212)
C (9.35221, -0.15105, 2.30560)
C (7.04573, -1.03576, 2.28591)
C (3.92801, 4.34444, 2.55350)
O (4.34782, 4.54839, 3.91938)
N (3.53082, 5.46955, 4.51980)
O (3.85429, 5.67341, 5.63631)
C (4.01109, 3.09307, 0.04834)
C (4.26664, 2.28291, -1.04354)
C (3.49485, 2.37996, -2.16557)
N (2.45117, 3.18140, -2.33605)
C (2.19833, 3.96508, -1.29095)
C (2.95581, 3.93712, -0.16132)
P (6.37559, 4.76767, 0.94505)
N (7.83357, 4.33795, 0.52930)
O (5.73848, 5.63347, -0.31518)
O (6.51118, 5.86626, 2.18160)
O (1.35936, 2.18462, 3.77683)
C (0.43435, 3.23328, 4.14045)
C (0.52622, 3.39159, 5.64668)
H (-2.65592, -0.87902, 1.45370)
H (-2.16133, -0.79938, 3.20019)
H (-1.15145, -1.61971, 1.97821)
H (-1.58531, 1.31533, 2.25425)
H (-0.99236, 0.53248, 0.74145)
H (2.85422, 0.77680, 0.75371)
H (2.75186, -0.03540, 2.24812)
H (3.69903, 2.01045, 3.47388)
H (4.73861, 0.85026, 2.77200)
H (5.88236, 3.05276, 2.87371)
H (6.73244, 2.02278, 0.00796)
H (5.76066, 0.80457, 0.75483)
H (8.27080, 2.08843, 1.68774)
H (7.17865, 1.40265, 2.95198)
H (8.06086, -0.20562, 0.53360)
H (10.16124, 0.30649, 1.73894)
H (9.59418, -1.18674, 2.53564)
H (9.28951, 0.37767, 3.25614)
H (6.19772, -1.28662, 1.65118)
H (7.59280, -1.94126, 2.54188)
H (6.65040, -0.64130, 3.21959)
H (2.88693, 4.02352, 2.53959)
H (3.93945, 5.31065, 2.04439)
H (5.06506, 1.56391, -1.06047)
H (3.75196, 1.74557, -3.01031)
H (1.35399, 4.63562, -1.37125)
H (2.65366, 4.64937, 0.59140)
H (8.53126, 4.78020, 1.11539)
H (5.49188, 6.49835, 0.04643)
H (7.18310, 5.51153, 2.77065)
H (-0.57308, 2.97415, 3.83012)
H (0.73321, 4.14448, 3.63076)
H (-0.35543, 3.89022, 6.03411)
H (1.42056, 3.95811, 5.87897)
H (0.62322, 2.39515, 6.06399)
C (3.23668, 9.94648, 0.85246)
O (3.63122, 9.09694, -0.20490)
C (2.76333, 7.98676, -0.42429)
C (1.98354, 8.14044, -1.71245)
N (0.98603, 9.20256, -1.61370)
C (0.38471, 9.59054, -2.88656)
C (1.29104, 10.14739, -3.98184)
O (1.84349, 11.42133, -3.70050)
C (3.01105, 11.41230, -2.89820)
H (4.06616, 10.62195, 1.05867)
H (2.36051, 10.55006, 0.58825)
H (3.02102, 9.37556, 1.76009)
H (2.09530, 7.82509, 0.42706)
H (3.39962, 7.10238, -0.51619)
H (1.48013, 7.19626, -1.93727)
H (2.71098, 8.33553, -2.51047)
H (1.41666, 10.01945, -1.20272)
H (-0.36323, 10.35574, -2.66143)
H (-0.15719, 8.72838, -3.28874)
H (0.66763, 10.29094, -4.86886)
H (2.07865, 9.44341, -4.27393)
H (3.62650, 10.52839, -3.07965)
H (2.76331, 11.47853, -1.83584)
H (3.59418, 12.29793, -3.15373)
C (-3.66763, -4.30651, 1.77546)
O (-2.74812, -4.19578, 0.70562)
C (-2.15600, -5.43224, 0.32765)
C (-2.67123, -5.90781, -1.01574)
N (-4.06518, -6.32841, -0.93824)
C (-4.71342, -6.54331, -2.23349)
C (-4.82327, -5.36053, -3.19226)
O (-5.70243, -4.33458, -2.76701)
C (-5.14981, -3.39517, -1.86230)
H (-3.89691, -3.30108, 2.12568)
H (-4.60036, -4.78029, 1.44954)
H (-3.23957, -4.87299, 2.60742)
H (-2.29942, -6.19485, 1.09904)
H (-1.08119, -5.25143, 0.23727)
H (-2.06261, -6.75285, -1.35152)
H (-2.52967, -5.08416, -1.72717)
H (-4.58995, -5.62711, -0.43360)
H (-5.72277, -6.88841, -2.02306)
H (-4.20318, -7.36460, -2.74460)
H (-5.25440, -5.74525, -4.12087)
H (-3.84633, -4.94143, -3.46199)
H (-4.08794, -3.22067, -2.05021)
H (-5.29588, -3.70907, -0.82527)
H (-5.68296, -2.45366, -1.99661)
C (-9.96013, -12.20610, -4.39423)
O (-10.46921, -11.05714, -3.74654)
C (-10.83282, -11.25817, -2.38629)
C (-9.87304, -10.56150, -1.44326)
N (-8.56688, -11.20833, -1.43511)
C (-7.51331, -10.44826, -0.76310)
C (-7.14435, -9.07168, -1.30899)
O (-6.50859, -9.08925, -2.57405)
C (-7.37654, -9.17100, -3.68922)
H (-9.91596, -11.98965, -5.46055)
H (-8.94949, -12.45451, -4.05324)
H (-10.61458, -13.06933, -4.24203)
H (-10.91394, -12.32330, -2.14961)
H (-11.82377, -10.81377, -2.25701)
H (-10.28881, -10.58583, -0.43148)
H (-9.81093, -9.51201, -1.75904)
H (-8.27814, -11.37622, -2.38907)
H (-6.61165, -11.06443, -0.79633)
H (-7.78435, -10.34322, 0.29230)
H (-6.40857, -8.64395, -0.62141)
H (-7.99384, -8.37759, -1.31581)
H (-8.32306, -8.65493, -3.51148)
H (-7.56649, -10.21060, -3.96996)
H (-6.87589, -8.69353, -4.53268)

Entry 2:
Here is a cluster of 6 separate species, C35H82BrFN3O13P2 in total from OMol25. Energies are from ωB97M-V with the def2-TZVPD basis set.

Results
Energy in Eh: -5881.56425
Charge: +1
M in g mol⁻¹: 913.899
Gap between HOMO and LUMO in eV: 7.5119

Atoms and positions in Å:
C (-1.87951, 11.48994, -2.28792)
O (-1.73100, 10.46031, -3.24081)
C (-2.49705, 9.31028, -2.96041)
C (-1.78973, 8.32607, -2.01887)
C (-1.65407, 6.92634, -2.61472)
C (-1.19100, 5.87578, -1.61332)
C (-1.50247, 4.44532, -2.04640)
C (-1.03404, 3.39399, -1.03362)
C (0.37942, 2.83928, -1.32607)
C (1.39529, 3.03675, -0.20754)
O (1.55549, 4.41159, 0.03797)
N (1.04401, 2.30724, 1.02423)
O (-0.19155, 1.65428, 1.09588)
C (2.07227, 1.44760, 1.33838)
N (2.25769, 0.89785, 2.47719)
C (1.45025, 1.12349, 3.67063)
C (2.20405, 1.94922, 4.71080)
C (2.11689, 3.46635, 4.45681)
C (1.14959, 4.18025, 5.39369)
O (-0.18845, 4.02401, 4.94131)
C (-0.59072, 5.02738, 4.03531)
N (2.93834, 1.21263, 0.24994)
C (2.55530, -0.06550, -0.41153)
P (3.70767, -1.36127, 0.15994)
O (4.04354, -1.17745, 1.57455)
O (4.99478, -1.35165, -0.76820)
O (2.92116, -2.71826, -0.13776)
C (2.85445, 2.49296, -0.48025)
C (3.19682, 2.40005, -1.95502)
C (4.55549, 1.76179, -2.29486)
C (5.07799, 2.23461, -3.65104)
F (4.01114, 2.56495, -4.48308)
P (4.00383, 3.70443, 0.62328)
O (5.10343, 2.64123, 1.14582)
Br (5.09375, 4.83769, -0.97458)
H (-1.02625, 12.15767, -2.38680)
H (-1.89466, 11.09225, -1.26690)
H (-2.80225, 12.05451, -2.45820)
H (-3.46824, 9.60513, -2.54553)
H (-2.68243, 8.83443, -3.92619)
H (-0.79810, 8.73379, -1.80581)
H (-2.33216, 8.23988, -1.07269)
H (-2.63270, 6.62089, -3.00198)
H (-0.95039, 6.96657, -3.45036)
H (-1.68058, 6.05157, -0.64694)
H (-0.11188, 5.97048, -1.44637)
H (-1.05302, 4.25063, -3.02385)
H (-2.58611, 4.35834, -2.15876)
H (-1.05768, 3.85066, -0.03790)
H (-1.73702, 2.56296, -1.00202)
H (0.33997, 1.78673, -1.61763)
H (0.78631, 3.38195, -2.18107)
H (0.89326, 4.73434, 0.66270)
H (-0.76193, 2.21314, 1.64521)
H (3.02677, 0.21021, 2.51074)
H (1.17796, 0.14357, 4.06031)
H (0.53648, 1.63567, 3.38768)
H (3.25082, 1.64289, 4.75469)
H (1.75187, 1.69937, 5.67236)
H (3.10663, 3.92031, 4.51601)
H (1.75198, 3.63237, 3.43701)
H (1.18907, 3.74693, 6.39411)
H (1.40423, 5.24144, 5.47926)
H (0.20101, 5.26768, 3.31360)
H (-0.86725, 5.94490, 4.56283)
H (-1.46325, 4.66229, 3.49326)
H (2.53228, 0.04335, -1.49237)
H (1.55152, -0.40556, -0.12337)
H (4.85841, -1.54665, -1.70583)
H (3.17993, -3.22022, -0.92296)
H (2.42718, 1.81526, -2.46436)
H (3.12769, 3.39835, -2.38267)
H (4.43895, 0.67721, -2.33802)
H (5.30839, 1.98419, -1.53997)
H (5.64423, 1.44698, -4.15019)
H (5.71890, 3.11149, -3.55400)
H (5.34505, 1.91337, 0.56011)
C (1.59100, -3.42492, 3.62197)
C (0.21594, -2.87280, 3.28703)
C (-0.71442, -3.94551, 2.75250)
O (0.32498, -1.78624, 2.35204)
H (2.06096, -3.83658, 2.72491)
H (2.24408, -2.64194, 4.00864)
H (1.52300, -4.21824, 4.36653)
H (-0.22632, -2.42200, 4.17754)
H (-0.30447, -4.37455, 1.83227)
H (-1.69527, -3.52571, 2.52654)
H (-0.84403, -4.75399, 3.47117)
H (0.70519, -2.15542, 1.54649)
C (-0.64709, -7.59877, 0.94835)
C (-2.16304, -7.70702, 1.00513)
C (-2.77632, -7.78010, -0.38318)
O (-2.71724, -6.61494, 1.73960)
H (-0.35790, -6.68844, 0.41267)
H (-0.22753, -7.54972, 1.95333)
H (-0.20798, -8.45112, 0.42876)
H (-2.44047, -8.59485, 1.57502)
H (-2.54584, -6.86825, -0.94308)
H (-3.86100, -7.86613, -0.31804)
H (-2.39382, -8.62981, -0.94961)
H (-2.49827, -5.80505, 1.26579)
C (-8.36849, -7.64983, 1.05459)
C (-7.29327, -7.14383, 0.10853)
C (-6.48927, -6.00187, 0.70515)
O (-7.86956, -6.75181, -1.14634)
H (-9.07478, -6.84584, 1.28176)
H (-8.91840, -8.47348, 0.60087)
H (-7.93225, -7.99314, 1.99330)
H (-6.61869, -7.96600, -0.14270)
H (-7.14032, -5.14958, 0.92011)
H (-5.72308, -5.66904, 0.00356)
H (-6.00097, -6.30615, 1.63141)
H (-8.49088, -6.03729, -0.96925)
C (9.76551, 3.94425, -2.31144)
C (9.68065, 4.38702, -0.85942)
C (9.14808, 3.28184, 0.04020)
O (8.88306, 5.56221, -0.73472)
H (8.76840, 3.68087, -2.68088)
H (10.15380, 4.74862, -2.93494)
H (10.41118, 3.07242, -2.42455)
H (10.67158, 4.68730, -0.51517)
H (8.13409, 3.00636, -0.27071)
H (9.10153, 3.61939, 1.07505)
H (9.77579, 2.39100, -0.00973)
H (7.99597, 5.33034, -1.02981)
C (-6.76099, -10.60484, -2.97987)
C (-8.24642, -10.27669, -2.94914)
C (-8.67915, -9.50106, -4.18376)
O (-8.57962, -9.56289, -1.76375)
H (-6.17562, -9.68034, -3.00098)
H (-6.47662, -11.16755, -2.09046)
H (-6.50064, -11.19180, -3.86186)
H (-8.81780, -11.20519, -2.88741)
H (-8.14403, -8.54865, -4.23335)
H (-9.74664, -9.28634, -4.14280)
H (-8.47002, -10.05987, -5.09722)
H (-8.09230, -8.72732, -1.77345)